(1)
{
  "formula": "C2H5N3OS2",
  "method": "the ωB97M-V functional and the def2-TZVPD basis",
  "elements": ["C", "C", "H", "H", "H", "H", "H", "N", "N", "N", "O", "S", "S"],
  "coordinates": [[-0.072, -0.296, 0.817], [0.732, 0.735, -1.305], [-1.901, -1.529, 2.156], [-1.338, -0.364, -0.740], [1.979, 0.447, 1.476], [1.623, 1.263, -1.629], [-0.180, 0.822, -2.933], [-1.216, -0.622, 0.221], [0.842, 0.369, 0.017], [-0.308, 0.490, -2.018], [2.054, 0.757, 0.562], [-2.539, -1.455, 0.954], [0.323, -0.618, 2.424]],
  "mulliken_charge": [0.56, -0.06, 0.11, 0.42, 0.27, 0.42, 0.24, -0.31, 0.03, -0.63, -0.36, -0.09, -0.61],
  "spin_multiplicity": 1,
  "e_lumo_ev": 0.515,
  "e_above_lowest_kj_mol": 187.6,
  "e_tot_ha": -1115.0231,
  "gap_ev": 9.27,
  "smiles": "[H]/N=C/N(O)C(=S)NS",
  "total_charge": 0
}


(2)
{
  "formula": "C14H13F2N5O2S",
  "method": "the ωB97M-V functional and the def2-TZVPD basis",
  "elements": ["O", "F", "F", "S", "N", "N", "O", "C", "C", "C", "C", "C", "C", "C", "C", "C", "C", "C", "C", "N", "N", "N", "C", "C", "H", "H", "H", "H", "H", "H", "H", "H", "H", "H", "H", "H", "H"],
  "coordinates": [[2.291, -0.495, -4.223], [-0.496, -3.324, 5.066], [2.275, -0.825, 2.079], [-2.713, 0.046, 1.015], [1.662, -2.860, -0.976], [-0.543, 1.299, -1.143], [1.972, 1.270, -2.820], [2.035, 0.032, -3.090], [-2.474, 1.633, 0.501], [2.015, -2.285, -2.042], [1.547, -0.886, -2.052], [0.946, -0.704, -0.881], [0.173, 0.502, -0.401], [-0.661, -3.549, 2.753], [0.984, -2.131, 3.543], [-0.357, -3.216, 1.419], [0.004, -2.988, 3.839], [1.298, -1.676, 2.290], [0.640, -2.166, 1.197], [-1.466, 2.078, -0.399], [1.035, -1.945, -0.166], [-3.252, 2.588, 0.932], [2.071, 2.157, -3.954], [-2.938, 4.019, 1.000], [2.721, -2.737, -2.714], [0.116, 0.450, 0.615], [-1.442, -4.216, 2.925], [1.630, -1.925, 4.397], [-0.891, -3.576, 0.554], [-1.796, 2.894, -0.866], [-4.170, 2.198, 1.306], [3.059, 2.395, -4.115], [1.545, 3.036, -3.753], [1.718, 1.719, -4.867], [-2.137, 4.257, 0.314], [-2.596, 4.346, 1.970], [-3.803, 4.584, 0.745]],
  "mulliken_charge": [-0.66, -0.30, -0.29, -0.37, -0.97, -0.58, -0.27, 0.37, 0.31, -0.70, 1.37, -0.18, -1.06, -0.47, -0.53, -0.77, 0.25, 0.70, 0.06, -0.06, 1.06, -0.22, -0.86, -0.75, 0.50, 0.77, 0.45, 0.37, 0.42, 0.30, 0.27, 0.34, 0.28, 0.38, 0.24, 0.28, 0.33],
  "spin_multiplicity": 1,
  "e_lumo_ev": 0.030,
  "e_above_lowest_kj_mol": 0.0,
  "e_tot_ha": -1563.3449,
  "gap_ev": 8.46,
  "smiles": "CNC(=S)N/N=C/c1c(C(=O)OC)cnn1-c1ccc(F)cc1F",
  "total_charge": 0
}


(3)
{
  "formula": "C33H51Cl3O29S2",
  "method": "the ωB97M-V functional and the def2-TZVPD basis",
  "elements": ["C", "Cl", "Cl", "Cl", "H", "C", "C", "C", "O", "C", "O", "O", "H", "H", "H", "H", "H", "H", "C", "C", "C", "O", "C", "O", "O", "H", "H", "H", "H", "H", "H", "C", "C", "C", "O", "C", "O", "O", "H", "H", "H", "H", "H", "H", "C", "C", "C", "O", "C", "O", "O", "H", "H", "H", "H", "H", "H", "C", "C", "C", "O", "C", "O", "O", "H", "H", "H", "H", "H", "H", "C", "C", "C", "O", "C", "O", "O", "H", "H", "H", "H", "H", "H", "C", "C", "C", "O", "C", "O", "O", "H", "H", "H", "H", "H", "H", "C", "C", "O", "S", "O", "O", "O", "H", "H", "H", "H", "C", "C", "O", "S", "O", "O", "O", "H", "H", "H", "H"],
  "coordinates": [[19.742, -16.240, -23.113], [18.433, -15.569, -24.122], [19.133, -16.679, -21.487], [20.915, -14.912, -23.034], [20.104, -17.092, -23.680], [27.023, -15.606, -20.008], [28.301, -16.151, -19.427], [29.112, -15.313, -18.403], [29.677, -16.292, -17.580], [28.964, -17.419, -17.660], [29.102, -18.459, -17.077], [28.067, -17.332, -18.640], [26.425, -14.889, -19.433], [26.514, -16.432, -20.485], [27.242, -14.812, -20.739], [28.942, -16.251, -20.309], [28.476, -14.590, -17.884], [29.930, -14.766, -18.873], [22.739, -22.005, -19.370], [22.688, -21.178, -20.658], [22.545, -21.965, -21.980], [21.488, -21.260, -22.661], [20.929, -20.354, -21.843], [19.978, -19.664, -22.098], [21.538, -20.358, -20.677], [22.579, -21.336, -18.529], [23.693, -22.527, -19.429], [21.960, -22.768, -19.374], [23.570, -20.555, -20.817], [22.290, -23.026, -21.942], [23.399, -21.846, -22.648], [26.913, -21.768, -19.695], [28.275, -22.123, -19.083], [28.748, -21.322, -17.899], [29.274, -22.269, -16.978], [28.906, -23.497, -17.393], [29.204, -24.552, -16.924], [28.056, -23.405, -18.428], [27.148, -20.794, -20.133], [26.126, -21.836, -18.957], [26.726, -22.364, -20.590], [29.024, -22.163, -19.878], [27.949, -20.730, -17.446], [29.491, -20.570, -18.160], [22.247, -16.640, -19.924], [23.500, -16.807, -19.051], [23.399, -16.985, -17.523], [24.322, -18.020, -17.223], [24.812, -18.570, -18.376], [25.607, -19.456, -18.334], [24.246, -17.999, -19.428], [21.687, -17.578, -19.939], [22.519, -16.388, -20.946], [21.632, -15.871, -19.457], [24.051, -15.892, -19.277], [22.331, -17.090, -17.299], [23.654, -16.079, -16.977], [25.291, -19.962, -23.362], [24.295, -18.821, -23.369], [24.539, -17.657, -24.336], [23.206, -17.364, -24.696], [22.431, -18.442, -24.589], [21.282, -18.418, -24.912], [23.068, -19.400, -23.858], [25.795, -19.992, -24.329], [24.904, -20.935, -23.068], [26.083, -19.876, -22.609], [24.112, -18.442, -22.362], [25.168, -17.939, -25.188], [25.021, -16.763, -23.943], [17.830, -16.680, -14.979], [17.824, -16.853, -16.491], [16.685, -16.238, -17.299], [17.345, -15.724, -18.458], [18.623, -15.466, -18.133], [19.369, -14.855, -18.844], [18.935, -16.032, -16.979], [17.197, -15.844, -14.684], [18.823, -16.436, -14.592], [17.675, -17.581, -14.383], [18.230, -17.789, -16.885], [16.161, -15.459, -16.743], [15.956, -17.019, -17.511], [20.928, -16.302, -14.743], [21.342, -17.553, -13.974], [22.783, -17.626, -13.515], [22.806, -16.811, -12.360], [21.582, -16.882, -11.784], [21.378, -16.613, -10.645], [20.688, -17.348, -12.675], [19.852, -16.164, -14.837], [21.143, -16.534, -15.798], [21.494, -15.416, -14.470], [20.897, -18.466, -14.362], [23.508, -17.405, -14.297], [23.050, -18.614, -13.123], [26.049, -12.941, -14.366], [24.736, -13.736, -14.277], [25.283, -15.037, -14.005], [26.500, -15.314, -15.059], [26.004, -15.543, -16.377], [27.437, -16.265, -14.558], [27.056, -13.802, -14.920], [26.444, -12.728, -13.371], [26.066, -12.086, -15.041], [24.243, -13.848, -15.243], [24.110, -13.413, -13.453], [21.400, -13.763, -16.932], [20.742, -12.738, -17.853], [21.821, -12.000, -18.447], [23.209, -12.244, -17.710], [23.353, -11.519, -16.470], [24.295, -12.402, -18.632], [22.789, -13.723, -17.224], [21.059, -14.777, -17.133], [21.196, -13.567, -15.879], [20.055, -12.176, -17.219], [20.172, -13.166, -18.674]],
  "mulliken_charge": [0.43, -0.16, 0.00, -0.14, -0.12, -1.05, 0.49, -0.44, -0.36, 0.53, -0.54, -0.12, 0.14, 0.14, 0.52, 0.25, 0.15, 0.35, -1.62, 1.45, -0.24, -0.34, 0.59, -0.55, -0.28, 0.33, 0.34, 0.48, -0.35, 0.34, -0.10, -1.14, 0.48, -0.06, -0.38, 0.60, -0.57, -0.39, 0.22, 0.18, 0.53, 0.28, 0.09, 0.16, -1.13, 0.66, 1.48, -0.26, 0.08, -0.39, 0.15, 0.33, 0.35, 0.09, -0.37, -0.86, -0.49, -1.51, 1.64, -0.34, -0.30, 0.48, -0.59, -0.27, 0.42, 0.26, 0.28, -0.66, 0.33, 0.28, -1.07, 0.20, -0.70, -0.35, 0.15, -0.50, 0.28, 0.32, 0.90, 0.37, 0.38, 0.33, 0.38, 0.28, 0.45, -0.29, -0.36, 0.64, -0.56, -0.44, -0.87, -0.56, 0.21, 0.51, -0.07, 0.40, -0.45, 0.10, -0.34, 0.99, -0.23, -0.63, -0.35, 0.30, 0.28, -0.20, 0.49, 0.63, -0.11, -0.44, 1.18, -0.56, -0.57, 0.05, -0.69, 0.13, 0.37, 0.24],
  "spin_multiplicity": 1,
  "e_lumo_ev": -0.098,
  "e_above_lowest_kj_mol": 384.9,
  "e_tot_ha": -5646.9047,
  "gap_ev": 10.07,
  "smiles": "C[C@H]1COC(=O)O1.C[C@H]1COC(=O)O1.C[C@H]1COC(=O)O1.C[C@H]1COC(=O)O1.C[C@H]1COC(=O)O1.C[C@H]1COC(=O)O1.C[C@H]1COC(=O)O1.O=S1(=O)OCCO1.O=S1(=O)OCCO1.ClC(Cl)Cl",
  "total_charge": 0
}


(4)
{
  "formula": "C2H3OP",
  "method": "the ωB97M-V functional and the def2-TZVPD basis",
  "elements": ["C", "C", "O", "P", "H", "H", "H"],
  "coordinates": [[0.026, 0.754, 0.717], [-0.027, 0.868, -0.654], [2.750, 0.272, 0.067], [1.339, -0.159, -0.016], [-0.621, 0.901, 1.496], [-0.537, 1.276, -1.400], [0.725, -2.494, 0.014]],
  "mulliken_charge": [-0.18, -0.37, -0.53, 0.17, 0.41, 0.46, 0.04],
  "spin_multiplicity": 1,
  "e_lumo_ev": [-1.654, -1.065],
  "e_above_lowest_kj_mol": 421.6,
  "e_tot_ha": -494.4030,
  "gap_ev": [8.49, 8.54],
  "total_charge": 0
}